Record 1
Below is the molecule C3H5NO3 in a non-equilibrium geometry, with properties calculated with ωB97M-V/def2-TZVPD.

Energy relative to the best compared isomer or geometry (same formula, charge and spin) (kcal/mol): 47.8
Structure (SMILES): O=CNCC(=O)O
Kohn-Sham gap (hartree): 0.390

XYZ file:
```
12
Properties=species:S:1:pos:R:3:forces:R:3:mulliken_charge:R:1
C -0.0289 -0.1200 0.8135 -2.9 1.0 4.2 -0.623
H -0.6956 -0.2618 1.7576 0.7 0.2 -1.5 0.325
C -0.5780 1.0781 0.0818 0.3 0.7 -5.1 0.679
H 0.9093 0.1018 1.3514 0.1 -0.1 -0.9 0.306
O 1.0398 -1.7844 -2.0346 -1.1 -2.2 -0.5 -0.457
C 0.9057 -1.3123 -0.9578 1.3 4.3 1.1 0.047
H 1.7002 -0.4763 -0.7271 -0.9 -1.2 0.4 0.219
N -0.1140 -1.2498 0.0327 3.8 -1.7 -3.4 -0.032
O -0.6801 1.0742 -1.2046 0.2 0.2 5.7 -0.571
H -0.6854 -2.0420 0.0179 -1.6 -0.6 0.7 0.209
O -0.8338 2.2131 0.7901 0.8 -3.5 1.5 -0.421
H -0.9393 2.7794 0.0790 -0.7 2.7 -2.2 0.320
```
Forces are in eV/Å.

***

Record 2
Below is a cluster of 2 separate species, C4H12 in total in a non-equilibrium geometry, with properties calculated with ωB97M-V/def2-TZVPD.

Energy relative to the best compared isomer or geometry (same formula, charge and spin) (kcal/mol): 3.7
Structure (SMILES): CC.CC
Kohn-Sham gap (hartree): 0.477

XYZ file:
```
16
Properties=species:S:1:pos:R:3:forces:R:3:mulliken_charge:R:1
H -0.1514 -0.2572 -1.1509 -0.6 0.3 0.3 0.118
C 1.8258 0.0038 -1.7981 -0.3 0.6 0.0 -0.907
H 2.4557 0.7574 -2.2658 0.3 0.0 0.2 0.300
H -0.5574 -1.2079 2.7633 0.3 -0.1 0.1 0.328
H -2.1024 0.7280 2.2500 -0.2 0.1 -0.5 0.271
H -0.0530 0.6357 -2.6713 0.0 -0.1 0.1 0.334
H 2.2223 -0.2889 -0.8220 0.1 0.2 -0.1 0.281
H -1.8637 0.3690 0.4866 0.2 0.4 0.0 0.257
H 0.0847 -1.0268 1.1170 0.2 -0.3 0.0 0.199
C 0.3818 0.5264 -1.6730 0.6 -0.6 -0.8 -0.689
H -2.4995 -0.8337 1.5696 0.0 0.0 -0.1 0.261
H 1.8734 -0.8652 -2.4487 -0.1 -0.2 0.0 0.271
H 0.2690 0.2674 2.2711 0.0 0.2 0.0 0.266
H 0.2851 1.5073 -1.2123 0.1 -0.2 0.4 0.291
C -1.7889 -0.0083 1.4996 0.1 -0.3 1.0 -0.783
C -0.4033 -0.5164 1.9385 -0.5 0.0 -0.5 -0.798
```
Forces are in eV/Å.

***

Record 3
Below is a structure of composition C4H10OSSi in a non-equilibrium geometry, with properties calculated with ωB97M-V/def2-TZVPD.

Energy relative to the best compared isomer or geometry (same formula, charge and spin) (kcal/mol): 56.4
Kohn-Sham gap (hartree): 0.296

XYZ file:
```
17
Properties=species:S:1:pos:R:3:forces:R:3:mulliken_charge:R:1
S -1.7022 0.5004 -1.4361 1.3 -1.4 0.5 -0.333
H -0.6193 -2.5466 -0.5563 0.5 0.3 -1.3 -0.014
H 1.0967 -1.3679 -2.4262 -0.6 -0.3 -0.1 -0.044
O 1.1030 -1.0761 0.1157 -0.7 -0.6 -1.7 -0.189
H 0.6244 1.5675 -0.0573 -0.3 0.1 0.3 0.294
Si 0.2111 -1.4539 -1.2350 -1.7 2.0 2.6 0.315
C -2.8140 0.3668 -0.0255 1.4 -1.3 0.2 -0.092
C 1.6745 1.3359 -0.0637 2.3 0.8 0.9 -0.964
H -3.7795 0.7213 -0.2655 -1.0 0.3 -0.3 0.290
H 2.1296 1.6052 -1.0051 -0.4 -0.4 -0.9 0.336
C -2.5854 -0.2274 1.1539 0.5 0.5 0.0 -0.596
H -1.5607 -0.4635 1.4612 -0.4 -0.3 -0.3 0.191
H 2.0880 -0.1690 1.5512 0.5 0.6 -2.3 0.220
H 2.3207 2.0279 0.5732 -1.3 -0.7 -0.2 0.299
H -3.3577 -0.3995 1.9110 0.2 0.3 -0.4 0.237
H 3.1147 -0.3465 -0.0658 -2.0 0.3 0.8 0.217
C 2.0563 -0.0745 0.3703 1.5 -0.4 2.2 -0.167
```
Forces are in eV/Å.

***

Record 4
Below is a structure of composition C5H13NS2 in a non-equilibrium geometry, with properties calculated with ωB97M-V/def2-TZVPD.

Energy relative to the best compared isomer or geometry (same formula, charge and spin) (kcal/mol): 154.8
Kohn-Sham gap (hartree): 0.272

XYZ file:
```
21
Properties=species:S:1:pos:R:3:forces:R:3:mulliken_charge:R:1
H 1.9267 -0.8616 -1.0714 -0.6 -0.1 0.3 0.293
C -1.4206 0.2394 0.9410 0.0 0.1 0.6 -0.792
S 2.9296 0.6171 -2.5533 0.6 -0.4 -0.6 -0.214
C 0.0865 -0.6631 -2.4082 -0.6 1.3 -0.7 -0.660
N -0.9962 -0.5648 -0.1668 0.5 -0.6 -0.3 -0.201
H -0.4921 -1.1330 -3.1877 0.6 -0.5 -0.1 0.334
C -0.3179 0.1304 -1.2765 0.4 0.1 1.5 -0.607
H -2.0313 -0.4664 4.5426 0.1 0.0 0.0 0.115
H -1.6901 -1.2015 -0.5304 -0.2 0.1 0.2 0.268
C 2.1178 -0.9419 -2.1268 0.2 0.6 2.0 -0.533
H -0.2729 -0.6298 2.5407 0.3 -0.9 -0.4 0.311
C -1.3065 -0.5413 2.2495 -0.5 1.2 0.4 -0.486
H -0.9051 0.9807 -1.6374 -0.4 0.0 -0.3 0.313
S -1.9826 0.4928 3.6109 -0.3 0.2 0.0 -0.243
H -2.4323 0.6460 0.8360 -0.1 0.1 0.0 0.357
H 1.1754 -1.2829 -2.6903 0.1 -0.7 -0.5 0.040
H 2.7554 -1.8311 -2.1173 -0.1 0.0 -1.0 0.408
H -1.9087 -1.4269 2.2036 0.2 -0.7 0.0 0.357
H 1.8595 1.2358 -3.0494 -0.3 -0.1 0.0 0.180
H 0.5068 0.6310 -0.7525 0.2 0.1 -0.5 0.373
H -0.7487 1.0918 1.0778 0.0 0.1 -0.4 0.386
```
Forces are in eV/Å.

***

Record 5
Below is a cluster of 2 separate species, C2H9N2S in total in a non-equilibrium geometry, with properties calculated with ωB97M-V/def2-TZVPD.

Energy relative to the best compared isomer or geometry (same formula, charge and spin) (kcal/mol): 23.8
Net charge: +1
Kohn-Sham gap (hartree): 0.382

XYZ file:
```
14
Properties=species:S:1:pos:R:3:forces:R:3:mulliken_charge:R:1
H 3.1061 -0.0513 1.3106 -1.5 -1.3 1.0 0.325
S 1.3394 -1.8397 1.0282 0.5 -0.3 0.2 0.100
C 0.2198 -0.9989 0.0922 0.0 1.4 0.1 0.092
H -1.6245 0.5691 -2.6814 -0.8 -0.3 0.2 0.290
H 0.5016 0.8567 0.5197 -0.4 0.5 0.0 0.203
H -0.6422 0.5976 -0.9029 -0.8 -0.7 1.0 0.416
N -0.1165 0.2518 -0.0130 3.0 0.4 1.3 -0.258
H -2.4576 -0.4133 -1.5490 0.4 -0.3 -0.6 0.293
H -0.3405 -1.5483 -0.6061 -0.5 -1.7 -0.6 0.301
H -2.5824 1.1281 -1.4384 -0.4 1.2 -0.1 0.286
H 2.9705 -1.1842 2.6541 0.7 -1.3 1.4 0.363
H 1.7255 0.0330 2.4392 -0.9 1.0 1.2 0.329
N -1.9246 0.4363 -1.7124 0.1 -0.3 -0.9 -0.855
C 2.3688 -0.6556 1.9976 0.7 1.6 -4.2 -0.887
```
Forces are in eV/Å.

***

Record 6
Below is the molecule C5H8O2 in a non-equilibrium geometry, with properties calculated with ωB97M-V/def2-TZVPD.

Energy relative to the best compared isomer or geometry (same formula, charge and spin) (kcal/mol): 55.5
Structure (SMILES): C[C@H]1CC(=O)[C@@H]1O
Kohn-Sham gap (hartree): 0.377

XYZ file:
```
15
Properties=species:S:1:pos:R:3:forces:R:3:mulliken_charge:R:1
C 0.5554 -1.3465 -0.2177 -0.5 0.5 -2.1 -0.956
H -1.3861 1.4126 -0.0078 -0.2 0.8 -0.8 0.387
H -0.0208 -1.6236 -1.1057 0.5 0.6 -0.5 0.339
H 0.2291 -0.0652 1.4575 0.2 -0.1 0.7 0.362
C 1.3497 0.7977 -0.3544 -0.5 -2.0 -0.5 -0.411
H 0.4609 -2.2041 0.3158 0.5 -2.6 2.0 0.403
O 2.9518 -0.9708 0.1805 -0.6 0.1 -0.6 -0.599
H -2.0334 0.0712 0.7859 -0.6 -0.1 1.2 0.398
C 0.0038 -0.1303 0.4133 3.1 2.5 0.0 0.386
H -1.6729 -0.3012 -0.7483 0.0 1.2 -0.7 0.311
H 2.7846 1.1802 0.8834 -1.2 1.2 -1.8 0.370
H 0.9703 1.2653 -1.2856 -0.1 -0.7 0.4 0.394
C -1.3107 0.3537 0.0566 -1.7 -1.3 -0.5 -1.441
C 1.8985 -0.6671 -0.3411 0.0 1.0 0.7 0.600
O 2.2155 1.6965 0.1932 1.0 -1.0 2.4 -0.544
```
Forces are in eV/Å.

***

Record 7
Below is a cluster of 2 separate species, C4H12NO in total in a non-equilibrium geometry, with properties calculated with ωB97M-V/def2-TZVPD.

Energy relative to the best compared isomer or geometry (same formula, charge and spin) (kcal/mol): 57.8
Net charge: +1
Kohn-Sham gap (hartree): 0.392

XYZ file:
```
18
Properties=species:S:1:pos:R:3:forces:R:3:mulliken_charge:R:1
H 1.5690 2.5893 0.1744 0.1 0.9 -0.9 0.355
H -1.0766 -1.9437 0.9358 0.3 0.5 0.4 0.402
O 0.0221 -1.9947 -2.4068 -0.2 -0.5 0.4 -0.703
H -1.2020 2.0604 1.2715 0.6 0.2 -1.3 0.262
H 2.7625 1.5022 1.1005 -1.6 0.8 -0.6 0.329
H 1.5404 -0.4461 0.7405 -0.3 0.5 0.3 0.359
C -1.4184 1.2378 0.5720 -0.2 -1.4 1.5 -0.834
C -0.5397 0.1929 0.5630 -0.8 1.4 -1.7 0.362
H -0.9000 -1.7035 -0.6438 0.6 0.4 -0.9 0.251
N -1.1903 -1.2285 0.2111 0.6 1.1 0.4 -0.258
H 1.1970 2.1499 1.9213 1.1 -0.9 -2.5 0.266
H 0.7082 -2.6791 -2.3420 -0.1 0.3 -0.1 0.349
H -0.6796 -2.4290 -2.9109 0.1 0.1 -0.2 0.333
C 0.9699 0.4145 0.3291 1.3 -0.6 0.4 -0.410
H -2.4802 1.2673 0.2385 0.8 -0.7 0.5 0.278
H 1.2202 0.2611 -0.7776 -0.9 0.6 1.2 0.303
C 1.6823 1.8092 0.8696 -1.0 -2.9 3.2 -1.028
H -2.1847 -1.0603 0.1539 -0.5 0.1 -0.1 0.384
```
Forces are in eV/Å.

***

Record 8
Below is a structure of composition C17H25Br36FNO5PS in a non-equilibrium geometry, with properties calculated with ωB97M-V/def2-TZVPD.

Kohn-Sham gap (hartree): 0.335

XYZ file:
```
87
Properties=species:S:1:pos:R:3:forces:R:3:mulliken_charge:R:1
H -2.6494 0.9831 8.4560 0.0 0.0 0.0 0.216
Br -4.0214 2.2759 5.7833 0.0 -0.1 0.0 -0.045
H -6.0938 0.9313 5.9143 0.0 0.0 0.0 0.403
H -1.7183 -2.7962 4.6996 0.2 -0.1 0.0 0.555
C -5.3026 5.7322 -4.5835 0.0 0.0 -0.1 -0.355
C 9.6413 2.9807 -3.4134 0.0 0.0 0.0 -0.295
H -3.5101 -4.0817 4.1150 0.0 0.1 0.1 0.445
Br -3.1501 0.8086 -4.3952 0.0 0.0 0.1 -0.013
H -1.2063 -2.8353 -0.0257 -0.3 -0.2 0.1 0.146
C -1.5515 3.4395 -6.7654 0.0 0.0 0.0 -0.063
Br -0.5155 5.8216 -2.6082 0.1 0.1 0.1 0.060
Br -5.4431 0.4788 3.5668 -0.7 0.1 0.4 -0.046
P -0.3073 -3.8705 1.6203 1.5 -0.3 -0.7 0.183
H 0.4014 -7.4308 0.4739 0.0 0.0 0.1 0.162
F 2.0168 -3.0612 3.5374 -0.8 -0.1 -0.3 0.021
C -5.1358 0.7381 5.4539 0.0 0.0 0.0 -0.290
Br 0.3292 -5.0604 -2.2534 0.0 0.1 0.0 0.069
H -2.1935 -5.0269 3.4617 0.1 0.0 -0.2 0.380
Br 11.5065 3.4251 -3.5989 -0.1 0.0 0.0 -0.039
H 1.6250 -7.1379 -2.0724 0.0 0.0 0.0 0.079
Br 0.4050 4.5731 0.1825 0.0 0.1 -0.1 -0.013
C -2.6651 0.5918 1.8108 0.9 -1.2 0.5 -0.985
H -3.2441 -4.0009 2.4063 0.2 -0.2 -0.2 0.448
O -0.1403 -5.2735 1.8643 -0.4 -1.6 0.5 -0.314
Br -7.0696 5.1620 -4.0653 0.1 0.0 0.0 -0.054
H 9.2661 2.7613 -4.4028 0.0 0.0 0.0 0.333
O 1.0580 -3.3532 0.9418 -1.2 1.3 0.0 -0.305
Br 1.6718 6.9044 -8.0625 0.1 0.1 0.0 -0.013
H 5.8864 -2.6621 2.7936 0.0 0.0 0.0 0.354
O -1.4485 -3.5683 0.5641 0.1 0.8 0.3 -0.360
C 1.1681 -8.0262 0.9530 -0.1 0.0 0.1 -0.083
Br 6.1422 -0.0626 -4.7939 0.0 0.0 0.1 -0.013
Br -1.9273 2.6674 -2.1034 0.1 -0.3 0.0 0.038
Br 3.8451 -2.9779 1.4350 0.6 0.1 -0.3 0.094
Br -0.3354 2.7575 -8.0938 -0.1 0.1 0.1 -0.039
Br -1.2226 -0.9011 7.7369 0.3 0.1 0.1 0.067
H -5.2276 5.6053 -5.6552 0.0 0.0 0.0 0.293
H -1.4474 2.8168 -5.8865 0.0 0.0 0.0 0.088
C 1.0298 -6.7352 -2.8826 0.1 -0.2 0.1 -0.136
C -2.5777 -1.5237 3.2650 2.0 0.4 0.3 -0.942
Br 0.7267 7.7009 -0.3529 0.0 -0.1 0.0 -0.063
Br 1.2937 -9.6988 -0.0140 0.0 0.2 0.1 -0.061
N -0.4699 -2.9071 3.0387 0.4 -0.4 -1.0 0.561
Br 3.9718 -0.7739 -2.5648 0.0 0.0 0.0 -0.011
Br 5.1170 -0.3178 2.6396 0.0 -0.1 -0.1 -0.042
H -3.9555 1.2518 -2.1030 0.0 0.0 0.0 0.441
Br 5.4776 2.0353 -2.4876 0.0 -0.1 0.0 0.039
S 0.6451 -3.2597 4.2283 -0.2 -0.2 1.9 0.950
H -2.1918 -0.8065 4.0013 -0.1 0.1 0.0 0.409
Br -3.3870 3.3036 -7.3460 0.1 0.0 0.0 -0.033
Br 6.7752 -2.0783 0.5599 0.0 0.0 0.0 -0.060
H -1.3038 6.2919 -0.3112 0.0 0.0 0.0 0.399
C -1.8513 -2.8467 3.6192 -1.1 0.1 0.6 -0.208
Br -0.6039 2.2229 7.8295 0.0 -0.1 0.0 -0.022
Br 2.2367 10.0349 -7.8044 0.0 -0.1 0.1 -0.053
H -3.6402 -1.6010 3.4620 -0.1 -0.3 -0.2 0.325
H 0.9797 -2.3888 0.8073 0.6 -0.2 0.0 0.343
Br 9.3947 1.3908 -2.3491 0.0 0.1 0.0 0.002
H -3.3256 0.7610 0.9645 -0.2 0.2 0.2 0.135
C -2.9623 1.0916 -2.4996 0.0 0.1 0.0 -0.375
C -0.3152 6.1210 -0.7134 0.0 0.1 0.0 -0.369
C 5.6010 0.1732 -2.9587 0.0 0.0 0.1 -0.152
Br 0.6160 -8.2978 2.7755 0.1 -0.1 -0.1 -0.061
H -1.2096 -0.9850 1.6097 0.1 -0.3 0.3 -0.103
Br -0.3737 -8.0053 -3.2218 0.0 0.1 -0.1 -0.008
Br 8.6202 4.4694 -2.7366 0.1 -0.1 0.0 -0.010
H -2.8545 -1.4661 1.1514 0.2 -0.1 -0.1 0.319
C -1.5999 0.7706 8.6130 -0.1 -0.1 0.0 -0.232
C -2.2595 -0.9321 1.8956 -1.3 0.9 -0.5 0.547
Br -5.0143 7.6009 -4.2106 0.0 -0.1 0.0 -0.032
H -3.1109 0.8533 2.7753 0.2 0.4 -0.7 0.093
H 6.3759 -0.2594 -2.3407 0.0 0.0 0.0 0.142
Br 2.8090 -7.0203 0.8416 -0.1 0.0 0.0 -0.028
O 0.5759 -2.2900 5.2444 -0.2 1.8 0.0 -0.574
O 0.5624 -4.5741 4.7167 0.1 -1.4 -0.8 -0.570
H -1.7528 1.1710 1.6716 -0.1 0.2 0.0 0.301
Br -2.2402 -0.4612 -1.6095 0.0 0.0 -0.1 -0.056
Br 1.2408 8.3677 -5.2675 0.0 0.0 -0.1 -0.002
C 5.4660 -2.0936 1.9764 -0.1 0.0 -0.1 -0.362
Br -1.0961 5.2374 -6.2451 -0.1 -0.1 0.0 0.066
C -2.7213 -4.0807 3.3600 -0.3 0.2 0.1 -1.698
Br -1.3202 0.6581 10.5160 0.0 0.0 -0.1 -0.027
H 0.1527 8.7536 -7.4528 0.0 0.0 0.0 0.352
Br -3.9376 4.6331 -3.7836 -0.3 0.2 0.1 0.152
Br 2.2025 -6.5218 -4.3949 -0.1 0.0 0.1 -0.028
C 1.1795 8.5469 -7.1870 0.0 0.0 0.0 -0.339
Br -4.4115 -0.8439 6.2838 -0.2 0.1 0.0 -0.031
```
Forces are in eV/Å.